{"formula": "C8H7BeFN13S2", "method": "wB97M-V/def2-TZVPD", "relative_energy_ev": 0.174, "homo_lumo_gap_ev": 7.17, "charge": -1, "total_energy_ev": -52576.775, "elements": ["Be", "N", "C", "N", "C", "C", "S", "C", "C", "S", "C", "N", "N", "H", "H", "H", "H", "H", "H", "N", "C", "N", "N", "N", "N", "C", "N", "N", "N", "N", "H", "F"], "coordinates": [[-0.0701, -0.0158, -0.7832], [-2.3701, 0.0423, 3.1219], [-1.0292, -0.0452, 3.0657], [-0.3093, 0.0044, 2.0142], [1.0250, -0.0236, 2.2749], [1.3379, -0.1039, 3.6042], [-0.0839, -0.1465, 4.5783], [1.9966, -0.0203, 1.2011], [3.3425, -0.0809, 1.3985], [4.1809, -0.1205, -0.1117], [2.6192, -0.0297, -0.9292], [1.6143, 0.0037, -0.1109], [2.5438, 0.0390, -2.2498], [-2.8483, -0.0510, 2.2343], [-2.8365, -0.3144, 3.9396], [2.2959, -0.1136, 4.0779], [3.8995, -0.1059, 2.3114], [3.3447, -0.1565, -2.8192], [1.5927, 0.0069, -2.6207], [-2.8994, -0.0029, 0.0261], [-2.2555, -1.2080, -0.0688], [-2.8587, -2.3735, 0.1353], [-1.8703, -3.2661, 0.0703], [-0.7508, -2.6947, -0.1579], [-0.9404, -1.3706, -0.2615], [-2.2576, 1.1995, -0.1028], [-2.8586, 2.3726, 0.0524], [-1.8707, 3.2599, -0.0673], [-0.7537, 2.6777, -0.2809], [-0.9446, 1.3501, -0.3174], [-3.8994, -0.0058, -0.1025], [0.0172, -0.0691, -2.2861]], "atomic_forces_ev_per_a": [[0.546, -0.013, 0.070], [-0.732, 0.006, 0.002], [0.749, -0.060, 1.331], [-0.225, 0.108, -0.471], [-0.051, -0.124, 1.459], [-0.119, 0.085, -0.259], [-0.203, 0.092, -0.720], [1.263, -0.075, 0.492], [-0.325, 0.032, -0.308], [-0.597, 0.095, -0.202], [1.653, -0.055, 0.256], [-1.216, 0.023, -0.432], [0.219, 0.035, -0.500], [-0.045, -0.014, 0.002], [0.042, 0.006, -0.183], [0.327, -0.087, 0.031], [-0.027, -0.042, 0.251], [0.010, 0.002, 0.084], [-0.383, -0.037, -0.214], [-0.593, -0.031, 0.067], [0.380, -1.119, 0.099], [-0.362, 0.758, 0.066], [-0.007, -0.595, 0.031], [1.019, -0.117, -0.256], [-1.363, 0.400, -0.017], [0.401, 1.116, -0.030], [-0.356, -0.778, 0.069], [0.017, 0.592, 0.008], [1.009, 0.131, -0.241], [-1.358, -0.360, 0.000], [0.121, 0.003, -0.016], [0.202, 0.023, -0.471]], "lowdin_charge": [0.0285, 0.1126, -0.6558, 0.1008, -0.3144, -0.3801, 0.9959, -0.2911, -0.3633, 1.0249, -0.6318, 0.0919, 0.1189, 0.0755, 0.0904, 0.0534, 0.0607, 0.0979, 0.0657, 0.1205, -0.4664, 0.0123, -0.1195, -0.0538, -0.0063, -0.4644, 0.0151, -0.1185, -0.0542, -0.0062, 0.1422, -0.2815]}

=====

{"formula": "C8H7Br", "method": "wB97M-V/def2-TZVPD", "relative_energy_ev": 1.715, "homo_lumo_gap_ev": [5.03, 3.18], "total_energy_ev": -78445.187, "elements": ["C", "C", "C", "C", "C", "C", "C", "C", "Br", "H", "H", "H", "H", "H", "H", "H"], "coordinates": [[-2.1748, 0.0931, 0.0281], [-1.6279, 1.3829, 0.0540], [-1.3701, -1.0071, 0.0195], [-0.2531, 1.5321, 0.0734], [0.0664, -0.9097, 0.0244], [0.5470, 0.4184, 0.0044], [0.8286, -2.0473, 0.0544], [2.4843, 1.0195, 0.0609], [3.8299, -0.1722, -0.3049], [-3.2493, -0.0212, 0.0286], [-2.2697, 2.2493, 0.0579], [-1.7973, -1.9990, 0.0526], [0.1869, 2.5174, 0.1087], [1.8939, -2.0172, 0.1319], [0.3526, -3.0141, 0.0323], [2.5525, 1.9752, -0.4263]], "atomic_forces_ev_per_a": [[-0.258, -0.079, -0.017], [0.127, 0.005, -0.013], [0.090, -0.126, 0.108], [-0.121, 0.005, -0.288], [-0.557, 0.153, -0.056], [4.727, 1.637, 0.274], [0.097, 0.091, 0.076], [-4.537, -1.720, 0.678], [0.309, -0.141, -0.278], [-0.053, -0.070, 0.006], [-0.097, 0.094, 0.075], [-0.091, -0.093, -0.119], [0.076, 0.061, 0.012], [0.333, 0.049, -0.074], [-0.098, -0.109, 0.031], [0.053, 0.242, -0.414]], "lowdin_charge": [-0.0882, -0.0658, -0.0358, -0.1015, -0.3082, -0.0637, 0.1141, -0.5314, 0.6399, 0.1043, 0.1030, 0.1111, 0.1041, -0.0026, 0.0656, -0.0448]}

=====

{"formula": "C8H7Br2O4S", "method": "wB97M-V/def2-TZVPD", "homo_lumo_gap_ev": 8.38, "charge": -1, "total_energy_ev": -167520.847, "elements": ["C", "C", "C", "C", "C", "C", "C", "C", "O", "O", "O", "O", "S", "Br", "Br", "H", "H", "H", "H", "H", "H", "H"], "coordinates": [[-3.1431, 0.0588, -1.2291], [-2.7744, -0.1917, 0.0760], [-2.0482, 0.0515, -2.1877], [-1.5645, -0.5490, 0.4311], [-0.6934, -0.1575, -1.8073], [-0.4917, -0.5697, -0.4802], [2.9880, -0.6263, 0.9211], [1.7278, 0.0355, 0.3344], [-0.2771, 1.6702, 1.2001], [0.8270, 0.1352, 2.7639], [2.0981, 2.0891, 1.8400], [0.7723, -0.9365, -0.1340], [1.0230, 1.1444, 1.6920], [3.6184, -2.0475, -0.1978], [2.1721, 1.1972, -1.0993], [-4.0870, 0.3478, -1.5737], [-3.5513, -0.1791, 0.8081], [-2.2423, 0.4046, -3.1629], [-1.2849, -0.8051, 1.4200], [0.2799, -0.1286, -2.4083], [3.8272, 0.0496, 0.8364], [2.8245, -0.9928, 1.9572]], "atomic_forces_ev_per_a": [[4.396, -0.103, -1.946], [-3.938, 0.261, -0.766], [-0.169, 0.536, 1.894], [4.568, -1.250, 0.067], [-0.138, -1.043, 0.442], [-1.260, 1.190, -1.171], [-0.580, 0.115, 0.022], [-1.508, -0.497, 0.868], [2.241, -0.227, 0.545], [0.503, 1.197, -0.790], [0.219, 0.370, 0.533], [1.707, -0.062, 1.387], [-2.373, -1.455, 0.071], [0.131, -0.887, -0.350], [0.714, 0.743, -1.049], [-1.344, 0.229, -0.168], [-0.389, 0.090, 0.616], [-0.288, 0.091, -1.131], [-0.064, -0.084, 0.973], [-2.128, 0.075, 0.325], [-0.278, 0.447, 0.519], [-0.023, 0.265, -0.892]], "lowdin_charge": [-0.0658, -0.1306, -0.0627, -0.0517, -0.0364, -0.3097, -0.6381, -0.9259, -0.3482, -0.3717, -0.3660, -0.1398, 0.4166, 0.6424, 0.8401, 0.0678, 0.1013, 0.0643, 0.1104, 0.0897, 0.0331, 0.0809]}